Formula: C18H20ClFN4O2
Source: the OMol25 dataset
Level of theory: wB97M-V/def2-TZVPD

Last column: natural (NBO) charge in e.
Positions of all 46 atoms, in Å:
C: 6.530 -4.604 2.760  -0.26
O: 5.120 -4.782 2.589  -0.49
C: 4.305 -3.680 2.739  0.45
C: 2.895 -3.932 2.587  -0.20
C: 1.989 -2.926 2.715  -0.22
C: 2.365 -1.544 3.010  0.45
N: 1.695 -0.476 3.154  -0.60
C: 0.322 -0.477 3.065  0.69
O: -0.417 -1.348 3.522  -0.60
C: -0.233 0.688 2.251  -0.49
C: -0.125 0.467 0.721  -0.22
C: -1.062 -0.595 0.142  -0.21
N: -1.357 0.308 -0.969  -0.42
C: -2.673 0.288 -1.602  -0.24
C: -2.774 1.335 -2.707  -0.04
C: -2.267 1.018 -3.971  -0.18
C: -2.326 1.947 -5.006  -0.27
C: -2.890 3.200 -4.789  0.40
F: -2.930 4.084 -5.812  -0.32
C: -3.406 3.538 -3.532  -0.10
C: -4.020 4.918 -3.311  -0.64
C: -3.350 2.600 -2.486  -0.02
Cl: -4.005 3.008 -0.930  0.01
C: -0.952 1.432 -0.124  -0.21
N: 3.785 -1.431 3.132  -0.40
N: 4.773 -2.499 3.001  -0.27
H: 7.031 -5.563 2.624  0.20
H: 6.948 -3.913 2.024  0.19
H: 6.781 -4.247 3.761  0.19
H: 2.556 -4.934 2.377  0.24
H: 0.946 -3.175 2.603  0.25
H: -1.275 0.810 2.545  0.22
H: 0.272 1.606 2.549  0.23
H: 0.915 0.373 0.402  0.22
H: -0.612 -1.543 -0.158  0.19
H: -1.930 -0.801 0.775  0.18
H: -2.831 -0.697 -2.045  0.21
H: -3.478 0.402 -0.875  0.18
H: -1.809 0.055 -4.142  0.22
H: -1.929 1.707 -5.980  0.23
H: -3.497 5.437 -2.508  0.23
H: -3.976 5.547 -4.201  0.23
H: -5.064 4.823 -3.013  0.23
H: -1.785 1.883 0.422  0.18
H: -0.413 2.217 -0.657  0.19
H: 4.156 -0.521 3.349  0.41

As for the HOMO-LUMO gap: 8.371 eV. The value obtained for the LUMO energy is -0.2 eV.



Formula: C18H20ClNO3
Source: the OMol25 dataset
Level of theory: wB97M-V/def2-TZVPD

Last column: natural (NBO) charge in e.
Positions of all 43 atoms, in Å:
C: 3.368 -4.416 0.838  -0.25
O: 2.989 -3.083 1.072  -0.51
C: 2.527 -2.336 0.015  0.21
C: 2.452 -2.820 -1.285  -0.27
C: 1.931 -2.058 -2.314  -0.20
C: 1.482 -0.772 -2.075  -0.02
C: 0.778 0.023 -3.137  -0.43
C: -0.715 -0.355 -3.130  -0.22
N: -1.291 -0.195 -1.817  -0.63
C: -1.431 -1.242 -0.973  0.70
O: -1.318 -2.397 -1.321  -0.63
C: -1.795 -0.883 0.471  -0.55
C: -1.951 0.578 0.751  0.05
C: -0.915 1.307 1.326  -0.24
C: -1.049 2.664 1.562  -0.22
C: -2.232 3.301 1.224  -0.05
Cl: -2.407 4.998 1.518  0.00
C: -3.279 2.593 0.656  -0.23
C: -3.132 1.239 0.423  -0.23
C: 1.592 -0.268 -0.789  -0.27
C: 2.101 -1.020 0.263  0.32
O: 2.078 -0.375 1.472  -0.53
C: 2.865 -0.831 2.550  -0.24
H: 4.220 -4.480 0.152  0.18
H: 3.662 -4.808 1.811  0.20
H: 2.536 -5.008 0.445  0.18
H: 2.781 -3.823 -1.503  0.22
H: 1.863 -2.482 -3.304  0.21
H: 0.882 1.092 -2.940  0.20
H: 1.190 -0.193 -4.123  0.22
H: -0.829 -1.409 -3.393  0.23
H: -1.267 0.262 -3.845  0.20
H: -1.297 0.736 -1.428  0.40
H: -2.717 -1.422 0.701  0.24
H: -1.002 -1.308 1.090  0.24
H: 0.007 0.810 1.591  0.24
H: -0.242 3.224 2.009  0.23
H: -4.198 3.099 0.403  0.23
H: -3.947 0.684 -0.019  0.22
H: 1.270 0.737 -0.564  0.22
H: 2.473 -1.756 2.976  0.19
H: 2.815 -0.036 3.296  0.19
H: 3.904 -0.983 2.252  0.18

Its SMILES is COc1ccc(CCNC(=O)Cc2ccc(Cl)cc2)cc1OC. As for the HOMO-LUMO gap: 8.810 eV. The value obtained for the LUMO energy is 0.8 eV.



Formula: C18H20ClO4PbS2
Source: the OMol25 dataset
Level of theory: wB97M-V/def2-TZVPD

Last column: natural (NBO) charge in e.
Positions of all 46 atoms, in Å:
Pb: -2.745 -14.064 -30.640  0.72
Cl: -4.507 -15.454 -28.818  -0.77
C: -8.023 -15.991 -30.113  -0.83
S: -9.330 -14.694 -30.174  1.13
O: -10.759 -15.185 -30.614  -0.94
C: -9.544 -14.604 -28.286  -0.80
H: -7.017 -15.595 -29.978  0.26
H: -8.108 -16.694 -30.941  0.25
H: -8.334 -16.478 -29.189  0.23
H: -8.665 -14.292 -27.722  0.22
H: -9.784 -15.545 -27.792  0.23
H: -10.434 -14.004 -28.096  0.24
C: -6.329 -12.344 -28.563  -0.81
S: -5.222 -11.316 -29.615  1.28
O: -3.967 -12.107 -29.743  -1.04
C: -6.080 -11.415 -31.248  -0.82
H: -5.920 -12.174 -27.567  0.24
H: -6.388 -13.413 -28.767  0.27
H: -7.324 -11.902 -28.629  0.23
H: -5.562 -10.645 -31.820  0.23
H: -7.145 -11.187 -31.214  0.25
H: -5.958 -12.347 -31.800  0.25
C: -4.663 -19.045 -31.057  -0.20
C: -5.606 -18.834 -30.028  -0.18
C: -5.973 -19.897 -29.240  -0.17
C: -5.486 -21.139 -29.528  -0.17
C: -4.640 -21.391 -30.528  -0.04
C: -4.228 -20.298 -31.341  -0.18
C: -4.115 -22.790 -30.973  0.52
O: -3.348 -22.909 -31.994  -0.54
C: -4.654 -23.908 -30.289  -0.11
C: -4.326 -25.240 -30.686  -0.14
C: -4.758 -26.353 -29.981  -0.21
C: -5.597 -26.119 -28.890  -0.18
C: -5.965 -24.860 -28.453  -0.18
C: -5.508 -23.752 -29.211  -0.09
C: -5.970 -22.350 -28.760  0.56
O: -6.775 -22.201 -27.836  -0.53
H: -4.215 -18.177 -31.517  0.21
H: -5.859 -17.818 -29.764  0.23
H: -6.752 -19.658 -28.532  0.24
H: -3.522 -20.508 -32.131  0.24
H: -3.560 -25.443 -31.421  0.23
H: -4.445 -27.374 -30.145  0.22
H: -5.821 -27.001 -28.310  0.21
H: -6.552 -24.718 -27.558  0.24

The spin multiplicity is 2. As for the HOMO-LUMO gap (alpha / beta): 5.869 / 8.020 eV. The value obtained for the LUMO energy (alpha / beta) is -1.0 / -1.0 eV.



Formula: C18H20F3N5O
Source: the OMol25 dataset
Level of theory: wB97M-V/def2-TZVPD

Last column: natural (NBO) charge in e.
Positions of all 47 atoms, in Å:
N: -4.560 -1.456 -1.341  -0.78
C: -3.392 -2.041 -1.283  0.60
N: -3.337 -3.306 -1.425  -0.59
C: -2.169 -3.997 -1.686  0.17
C: -2.222 -5.394 -1.906  0.28
O: -3.390 -6.008 -1.913  -0.66
C: -1.127 -6.099 -2.453  -0.24
C: 0.102 -5.312 -2.564  -0.21
C: 0.201 -3.946 -2.253  -0.20
C: -0.939 -3.260 -1.732  -0.13
C: -1.010 -1.837 -1.371  0.39
N: -0.086 -0.966 -1.176  -0.49
C: -0.823 0.179 -0.956  0.37
C: -0.205 1.409 -0.494  -0.26
C: 0.802 2.023 -1.436  -0.39
C: 1.597 3.259 -0.990  -0.39
C: 2.263 2.969 0.380  -0.41
C: 1.175 2.443 1.400  -0.20
C: 1.589 2.279 2.835  -0.41
C: 2.375 3.476 3.308  -0.48
C: 2.563 3.620 4.833  0.98
F: 3.322 4.682 5.191  -0.33
F: 3.172 2.536 5.373  -0.34
F: 1.430 3.747 5.419  -0.31
C: 0.515 1.164 0.831  -0.38
N: -2.095 0.101 -0.964  -0.31
N: -2.226 -1.282 -1.160  -0.24
H: -5.267 -2.084 -0.954  0.42
H: -4.362 -0.466 -1.104  0.42
H: -4.082 -5.310 -1.859  0.50
H: -1.222 -7.106 -2.812  0.23
H: 1.089 -5.772 -2.760  0.22
H: 1.060 -3.340 -2.457  0.23
H: -1.040 2.183 -0.441  0.22
H: 0.399 2.081 -2.493  0.21
H: 1.654 1.322 -1.507  0.20
H: 2.295 3.579 -1.782  0.22
H: 0.786 3.977 -0.852  0.19
H: 2.954 2.179 0.276  0.20
H: 2.678 3.943 0.748  0.21
H: 0.410 3.261 1.263  0.19
H: 0.711 2.260 3.439  0.22
H: 2.092 1.319 2.991  0.22
H: 3.369 3.381 2.751  0.23
H: 1.935 4.438 2.941  0.23
H: 1.256 0.465 0.645  0.21
H: -0.241 0.710 1.500  0.21

Its SMILES is Nc1nc2c(O)cccc2c2nc([C@@H]3CCC[C@H](CCC(F)(F)F)C3)nn12. As for the HOMO-LUMO gap: 8.544 eV. The value obtained for the LUMO energy is 0.5 eV.



Formula: C18H20FI2N3O3Pd
Source: the OMol25 dataset
Level of theory: wB97M-V/def2-TZVPD

Last column: natural (NBO) charge in e.
Positions of all 48 atoms, in Å:
Pd: 4.702 -3.090 -0.140  0.90
F: -1.066 -1.192 -3.138  -0.32
C: -0.568 -0.709 -1.987  0.41
C: 0.600 -1.239 -1.524  -0.21
C: 1.190 -0.739 -0.358  -0.19
C: 2.455 -1.270 0.111  0.58
O: 2.985 -2.209 -0.570  -0.68
C: 3.003 -0.686 1.266  -0.35
C: 2.309 0.326 1.887  0.19
N: 1.130 0.803 1.482  -0.34
C: 0.515 1.904 2.207  -0.09
C: 0.557 1.901 3.702  -0.40
C: -0.740 1.651 2.993  -0.42
C: 0.547 0.302 0.328  0.27
C: -0.662 0.814 -0.155  -0.28
C: -1.240 0.337 -1.321  0.13
N: -2.450 0.897 -1.771  -0.46
C: -2.576 2.347 -1.846  -0.24
C: -3.953 2.747 -1.304  -0.22
N: -4.905 1.607 -1.561  -0.49
C: -4.615 0.964 -2.883  -0.24
C: -3.268 0.235 -2.788  -0.23
C: 4.322 -1.039 1.930  0.77
O: 4.640 -0.426 2.924  -0.58
O: 5.084 -1.957 1.413  -0.67
H: 1.085 -2.027 -2.083  0.26
H: 2.750 0.773 2.768  0.27
H: 0.627 2.851 1.693  0.23
H: 0.713 2.852 4.189  0.25
H: 1.014 1.058 4.200  0.24
H: -1.494 2.425 2.999  0.23
H: -1.116 0.637 3.008  0.23
H: -1.164 1.587 0.408  0.23
H: -2.457 2.691 -2.879  0.21
H: -1.801 2.834 -1.261  0.25
H: -4.347 3.631 -1.801  0.24
H: -3.941 2.916 -0.229  0.23
H: -5.871 1.932 -1.516  0.45
H: -4.782 0.907 -0.828  0.44
H: -4.600 1.766 -3.619  0.23
H: -5.423 0.281 -3.133  0.25
H: -2.817 0.238 -3.783  0.23
H: -3.425 -0.802 -2.494  0.23
I: 7.002 -4.343 0.330  0.39
C: 5.897 -5.934 1.253  -0.70
I: 3.888 -5.919 0.564  0.23
H: 5.902 -5.754 2.321  0.25
H: 6.365 -6.876 0.995  0.25

The charge is +2. As for the HOMO-LUMO gap: 7.262 eV. The value obtained for the LUMO energy is -6.7 eV.



Formula: C18H20N2O3S
Source: the OMol25 dataset
Level of theory: wB97M-V/def2-TZVPD

Last column: natural (NBO) charge in e.
Positions of all 44 atoms, in Å:
C: -1.818 -3.112 0.967  -0.64
C: -0.921 -2.087 0.359  0.13
N: 0.253 -1.781 0.978  -0.48
C: 0.900 -0.871 0.334  0.21
N: 2.115 -0.378 0.743  -0.62
C: 2.782 0.588 0.041  0.70
O: 2.316 1.055 -0.976  -0.60
C: 4.115 0.970 0.653  -0.32
C: 5.084 -0.236 0.624  -0.40
C: 6.423 0.353 0.186  -0.40
C: 6.011 1.430 -0.812  -0.40
C: 4.810 2.093 -0.138  -0.41
S: 0.144 -0.285 -1.117  0.44
C: -1.160 -1.396 -0.792  -0.24
C: -2.368 -1.468 -1.668  -0.45
C: -3.508 -0.718 -1.024  0.00
C: -4.627 -1.386 -0.555  -0.22
C: -5.677 -0.717 0.072  -0.25
C: -5.555 0.642 0.213  0.21
C: -4.429 1.323 -0.254  0.31
C: -3.396 0.668 -0.874  -0.28
O: -4.566 2.660 0.011  -0.49
C: -5.812 2.802 0.657  0.24
O: -6.424 1.537 0.783  -0.48
H: -2.747 -2.650 1.299  0.23
H: -1.317 -3.562 1.819  0.23
H: -2.062 -3.886 0.242  0.21
H: 2.494 -0.773 1.591  0.42
H: 3.927 1.283 1.683  0.23
H: 4.748 -0.963 -0.119  0.21
H: 5.148 -0.739 1.588  0.21
H: 6.928 0.810 1.039  0.20
H: 7.083 -0.397 -0.246  0.21
H: 5.703 0.965 -1.749  0.20
H: 6.811 2.138 -1.023  0.21
H: 5.143 2.878 0.540  0.20
H: 4.124 2.529 -0.863  0.24
H: -2.133 -1.023 -2.636  0.23
H: -2.650 -2.512 -1.822  0.22
H: -4.698 -2.455 -0.683  0.21
H: -6.546 -1.241 0.433  0.23
H: -2.530 1.201 -1.229  0.23
H: -5.661 3.240 1.658  0.16
H: -6.461 3.468 0.066  0.16

Its SMILES is Cc1nc(NC(=O)C2CCCC2)sc1Cc1ccc2c(c1)OCO2. As for the HOMO-LUMO gap: 8.592 eV. The value obtained for the LUMO energy is 0.8 eV.